# C36H52N5O2

A cluster of 2 separate species, C36H52N5O2 in total (the ωB97M-V functional and the def2-TZVPD basis, the OMol25 dataset).

Computed properties:
Molar mass in g/mol: 586.8
E in Ha: -1826.9146
Net charge: +1
Gap between HOMO and LUMO in eV: 4.9
LUMO in eV: -3.7661

The geometry in XYZ format:
```
95
Properties=species:S:1:pos:R:3:forces:R:3:mulliken_charge:R:1
O -0.232876 4.736534 4.030133 -0.517 -0.160 -0.668 -0.43
O -4.964480 -1.341579 -5.277504 1.220 0.737 1.264 -0.68
N 2.438749 -1.818954 2.020519 0.176 1.269 0.870 0.56
N -4.256417 0.612690 -4.273845 -0.138 -0.602 -0.143 0.25
N 3.149344 -1.947523 3.122853 0.910 2.115 0.120 -1.04
N 3.694913 -0.722811 3.336654 -1.836 -2.194 -0.559 1.20
N -2.701869 -0.141740 -2.825477 1.264 -0.464 0.855 0.64
C 2.287219 -4.174945 2.200392 -0.216 -0.851 -0.252 -1.57
C 3.316508 -0.627632 5.754056 -0.289 0.123 0.228 -1.39
C -0.846617 4.067409 1.756467 0.288 0.329 0.716 -0.71
C -3.479775 1.067461 -3.127619 -0.352 0.589 -0.284 0.02
C 3.292820 0.182375 2.406200 0.341 0.261 -0.057 -0.44
C -2.567590 -3.196153 -5.207464 0.051 -0.094 -0.069 0.58
C 3.494638 2.234474 1.002336 0.083 0.088 -0.135 -2.05
C -0.807717 3.076189 0.796664 -0.146 -0.906 0.025 -0.72
C 3.962783 1.549237 2.285895 -0.342 -0.215 0.127 2.22
C 5.269730 -1.825111 4.751814 0.615 -0.292 0.255 -1.41
C -0.540489 1.722952 1.145197 0.358 0.809 0.636 0.50
C 2.440389 -0.519174 1.519693 -0.278 -0.689 -0.157 1.48
C -0.101814 1.463085 2.474555 -0.383 0.039 -0.337 0.17
C -3.492880 -5.161493 -6.975636 -0.018 0.103 0.088 -0.43
C -3.922387 -5.158891 -5.643295 0.225 0.314 0.153 -0.66
C 4.364779 -0.617589 4.656131 0.160 -0.248 -0.022 0.16
C -2.604181 2.254758 -3.561850 0.188 -0.173 -0.148 -1.47
C -3.459796 -4.175274 -4.757113 0.088 -0.111 -0.467 -0.18
C -2.577306 -4.201253 -7.415734 0.063 0.020 0.240 -0.58
C -0.724806 0.633781 0.225611 -0.829 -1.161 0.532 -0.50
C -4.245156 -0.740744 -4.481923 -0.893 -0.126 -0.835 0.22
C -3.181016 -1.325494 -3.548001 -0.401 -0.562 -0.267 0.36
C -5.222056 1.468072 -4.933439 -0.043 0.386 0.058 -0.98
C -0.678829 6.079159 3.735393 0.113 -0.365 0.090 -0.91
C -1.769509 -0.231692 -1.850531 -0.927 0.429 0.003 0.02
C -0.004526 2.468394 3.411330 -0.475 0.533 -0.027 -0.78
C 5.486169 1.351208 2.221868 0.098 0.046 -0.101 -1.65
C -0.406429 3.786323 3.072950 0.363 0.010 -0.274 0.99
C -1.511055 0.776299 -0.918879 0.271 0.255 -0.667 -0.78
C 0.190677 -2.766685 2.209097 -0.310 0.053 0.140 -1.06
C -2.099537 -3.234009 -6.526305 -0.444 -0.159 0.155 -0.47
C -4.415852 1.454471 -1.968357 -0.144 -0.072 -0.019 -1.40
C -2.076347 -2.083607 -4.298280 0.332 0.126 -0.015 -0.77
C 1.668872 -0.226706 0.387960 0.507 0.274 -0.859 -2.37
C 3.586854 2.441931 3.473282 0.003 0.176 0.163 -1.26
C 1.583687 -2.955055 1.643554 0.765 0.294 0.100 0.38
H 2.709677 -1.537803 5.667222 0.097 0.249 0.067 0.35
H 0.232058 -2.754843 3.308012 -0.033 0.017 -0.288 0.33
H 2.668964 0.254344 5.698876 0.010 -0.170 -0.035 0.27
H 2.422759 2.470204 1.058857 0.238 -0.030 -0.071 0.13
H 5.887310 0.894074 3.136529 -0.026 0.158 -0.368 0.30
H 4.044247 3.176255 0.867483 -0.114 -0.224 0.064 0.54
H 5.697625 -1.910203 5.754892 -0.114 0.057 -0.105 0.45
H 3.350150 -4.170793 1.945323 -0.179 -0.028 0.013 0.43
H 0.134072 0.436176 2.758822 0.017 0.283 -0.108 0.20
H -3.804506 -4.154426 -3.720275 0.020 -0.104 -0.331 0.33
H -3.885007 -5.906808 -7.674689 0.194 0.273 0.294 0.36
H -5.717315 0.898249 -5.724269 0.172 0.042 0.235 0.37
H 5.753541 0.717078 1.364826 -0.010 0.163 0.226 0.36
H -3.918051 1.358596 -1.000817 -0.199 0.093 -0.164 0.31
H -3.237424 3.140022 -3.713746 0.238 -0.283 0.040 0.49
H 2.193917 -4.213244 3.292028 0.008 -0.049 -0.316 0.33
H 4.691356 -2.727112 4.526064 0.320 0.182 0.209 0.33
H -2.228650 -4.195436 -8.450071 -0.138 -0.062 0.309 0.38
H -4.715997 2.336312 -5.372653 -0.133 -0.196 0.009 0.29
H -4.623500 -5.914969 -5.285555 0.196 0.227 -0.162 0.37
H 3.874369 1.990065 4.431461 -0.132 0.230 -0.186 0.21
H 6.104259 -1.748119 4.048358 -0.140 -0.069 -0.008 0.33
H -1.195285 5.071866 1.501729 0.346 -0.410 -0.020 0.40
H 5.962799 2.332034 2.097003 -0.021 -0.236 0.014 0.47
H -0.461091 -3.589927 1.896700 0.140 0.107 0.062 0.38
H 3.678228 1.587517 0.135995 -0.061 0.273 0.130 0.42
H -2.088621 2.013191 -4.502675 -0.160 0.068 0.280 0.34
H -1.510246 -1.355470 -4.902800 -0.140 -0.210 0.225 0.36
H -1.383231 -2.490828 -3.543740 -0.099 0.070 -0.236 0.37
H -1.773472 6.117852 3.630766 0.312 -0.062 0.044 0.36
H 2.503899 2.630085 3.476786 0.380 -0.035 0.061 0.05
H 3.793393 -0.625616 6.741239 -0.013 0.008 -0.249 0.43
H 1.608515 0.804735 0.045994 0.500 -0.697 -0.246 0.63
H -1.849624 2.485902 -2.808945 -0.118 0.117 -0.181 0.33
H -5.976612 1.835958 -4.222696 0.117 -0.147 -0.186 0.32
H -0.253098 -1.830685 1.857306 0.058 -0.151 0.127 0.20
H -0.489438 -0.382084 0.569977 -0.332 0.878 -0.135 0.01
H -0.362639 6.655860 4.602994 -0.108 0.044 -0.171 0.25
H 4.107530 3.406406 3.384990 -0.141 -0.209 0.051 0.47
H -4.744100 2.493853 -2.100550 -0.035 -0.329 0.133 0.42
H -3.682471 -2.019934 -2.847210 0.118 0.330 -0.239 0.12
H 1.566024 -2.944665 0.551922 -0.005 -0.244 0.078 0.26
H -0.983137 3.346397 -0.248037 -0.188 -0.110 0.389 0.59
H -0.203829 6.468929 2.823421 -0.051 -0.120 0.306 0.37
H -2.019139 1.733263 -1.042198 0.462 -0.428 -0.031 0.28
H -5.288303 0.788982 -1.971788 0.155 0.186 0.065 0.43
H 4.941427 0.307008 4.675385 -0.163 -0.185 -0.049 0.26
H -1.226952 -1.181999 -1.783359 -0.368 0.269 -0.012 0.56
H -1.384929 -2.475247 -6.849121 -0.203 -0.218 -0.044 0.32
H 1.838990 -5.074636 1.769158 0.019 0.053 0.144 0.44
H 0.325632 2.271313 4.431743 -0.076 0.065 -0.293 0.39
H 1.579105 -1.050369 -0.336021 -0.117 0.629 0.208 0.24
```
Forces are in eV/Å.

---

# C36H52N9O2SScSi

A structure of composition C36H52N9O2SScSi (the ωB97M-V functional and the def2-TZVPD basis, the OMol25 dataset).

Computed properties:
Molar mass in g/mol: 748.0
E in Ha: -3494.4157
Energy relative to the best compared isomer or geometry (same formula, charge and spin) in kJ/mol: 0.0
Net charge: +2
Gap between HOMO and LUMO in eV: 8.5
LUMO in eV: -4.4883

The geometry in XYZ format:
```
102
Properties=species:S:1:pos:R:3:forces:R:3:mulliken_charge:R:1
Sc -0.031080 -0.940506 0.000856 -0.922 -0.855 0.981 -0.41
S 1.759969 5.584245 2.857803 -0.172 0.080 0.120 -0.16
Si -0.969236 1.431209 -4.444605 -0.355 -0.169 -0.092 0.10
O 2.955939 -3.359913 -1.541891 -0.298 -0.023 -0.056 -0.84
O 0.950952 -2.367154 -1.438249 -0.512 0.616 0.372 0.56
N -2.235486 7.305239 4.219556 -0.149 0.079 0.051 -0.54
N 0.060955 -3.347555 0.973535 0.085 0.085 -0.035 0.09
N 2.970903 -3.892579 -3.988296 0.163 -0.090 0.385 0.01
N 1.645743 -0.934554 1.684235 -0.105 -0.243 -0.411 1.36
N -2.315243 0.357019 -0.025550 0.405 -0.077 -0.061 0.07
N 1.402846 -0.810254 3.009520 0.063 0.076 0.016 0.08
N -2.004766 -2.409803 -0.756029 0.482 0.289 -0.287 0.39
N -1.608564 -1.401104 1.959943 0.358 0.201 -0.190 1.92
N 0.531879 1.515902 1.182608 -0.427 -0.195 -0.232 0.82
C -0.293481 -3.424259 2.390112 -0.057 0.073 -0.037 -1.99
C 0.124264 3.327576 2.706727 0.069 0.098 -0.010 -1.21
C -1.792055 7.475226 2.979533 0.084 -0.034 -0.066 -0.40
C 0.342875 2.173365 -5.558702 -0.108 -0.098 0.235 -0.97
C -1.364134 -2.432285 2.782461 0.035 -0.159 0.110 0.70
C 1.589002 2.196384 0.729986 0.007 -0.144 -0.157 -0.50
C 1.985317 3.420943 1.226093 0.040 0.116 0.103 -1.24
C 2.530848 -0.625965 3.723138 0.052 -0.026 -0.078 0.73
C -0.577267 6.971015 2.530859 -0.129 0.006 0.103 -0.03
C -3.047205 -1.713010 4.316949 0.077 0.002 -0.068 -0.88
C -1.758420 -0.099514 -5.229892 0.167 0.267 0.032 -0.92
C -0.698871 -4.285464 0.134527 -0.227 0.037 -0.073 -0.95
C 1.856798 -1.779828 -4.297294 0.124 -0.021 -0.070 0.41
C 2.967791 -0.839642 1.556367 0.039 0.056 0.006 0.26
C -0.229816 6.109704 4.741836 -0.012 0.062 0.020 -0.10
C 3.734269 -3.062941 -4.969100 0.196 0.390 -0.171 -0.67
C -3.312917 -1.748659 -0.822797 0.028 0.273 0.100 -1.15
C 0.039388 0.312847 -1.761431 0.143 0.045 -0.124 0.95
C 3.642406 -0.895535 0.227918 -0.030 -0.067 0.077 -1.29
C -2.088245 -3.749181 -0.164302 0.244 -0.062 0.121 -0.94
C -2.056607 -2.618519 3.968961 -0.064 0.068 -0.013 -1.15
C 1.747955 -3.129044 -3.573879 -0.327 0.421 0.459 -0.35
C -3.013907 0.481531 1.251704 0.030 -0.040 0.036 -1.82
C 3.564479 -0.654874 2.812434 0.009 -0.005 0.031 -1.45
C -0.163433 2.090449 2.167995 0.023 -0.076 0.062 -0.83
C 3.360959 -1.645888 -4.557680 -0.148 -0.069 0.012 -0.76
C -1.466068 6.649951 5.079630 0.084 -0.026 0.023 -0.33
C 1.233690 4.028351 2.233025 -0.083 -0.138 -0.027 0.83
C -3.353400 -0.696729 3.429475 -0.028 -0.020 0.041 -1.30
C -2.330542 2.670112 -4.048586 0.275 -0.109 -0.067 -1.07
C -0.271109 0.794019 -2.843347 0.010 0.274 -0.117 -0.34
C -2.627118 -0.583047 2.251622 -0.121 0.056 0.064 0.49
C 2.511131 -0.418266 5.196417 -0.039 0.101 -0.018 -1.49
C 1.893248 -2.940269 -2.029629 0.597 -0.242 -0.330 0.17
C 0.199784 6.261556 3.433559 0.305 -0.126 -0.219 0.05
C -3.136891 -0.263652 -1.077169 -0.040 -0.226 -0.045 -0.41
H 3.409356 -0.829565 5.650164 -0.018 -0.033 0.017 0.41
H 4.511168 -0.239577 0.227163 -0.022 0.052 -0.028 0.46
H -3.951979 -2.174930 -1.601122 -0.027 -0.058 0.049 0.61
H -2.813034 1.459553 1.691022 -0.033 0.018 -0.091 0.66
H -0.790970 -5.267864 0.609621 0.036 -0.003 -0.002 0.55
H -2.606858 -0.443418 -4.633390 0.006 0.007 0.011 0.30
H 1.436276 -0.974168 -3.696183 -0.033 -0.042 -0.007 -0.60
H -2.611467 -4.454716 -0.816646 -0.073 0.021 0.026 0.60
H -4.099496 0.430994 1.111713 -0.004 0.014 0.017 0.51
H 0.459221 -0.756280 3.352039 -0.058 0.017 -0.022 -0.09
H 2.785841 -4.833536 -4.322146 -0.044 -0.030 0.012 0.35
H 3.594106 -0.918078 -5.330618 0.025 -0.021 -0.014 0.49
H 1.637672 -0.886467 5.650159 0.033 -0.028 0.032 0.36
H -1.831200 -3.467137 4.601439 0.027 0.002 -0.011 0.61
H 3.889940 -1.362925 -3.645322 0.022 0.012 -0.016 0.22
H -0.243157 7.129165 1.515077 -0.023 0.005 -0.012 0.42
H 1.177776 1.488443 -5.716445 -0.001 -0.015 0.001 0.24
H 2.858652 3.914220 0.820893 -0.017 -0.008 -0.052 0.51
H -1.044636 -0.922363 -5.306228 0.010 0.006 -0.010 0.19
H -3.586311 -1.815351 5.249237 -0.029 -0.016 -0.019 0.48
H 1.041352 -3.589097 0.883854 0.061 0.145 -0.063 0.27
H 4.796106 -3.290889 -4.924158 -0.031 -0.096 0.091 0.42
H 2.959561 -0.583730 -0.565870 0.063 -0.005 -0.045 0.10
H -2.127938 0.118558 -6.233830 -0.015 -0.004 0.004 0.40
H 0.832788 -3.670015 -3.802920 0.056 -0.085 -0.030 0.41
H -2.064930 1.282277 -0.356566 0.223 -0.038 0.006 0.35
H -3.814995 -1.902936 0.135613 -0.021 -0.065 -0.018 0.30
H -2.661830 -3.675749 0.761983 -0.054 0.032 -0.029 0.36
H -0.988126 1.513499 2.572750 0.037 0.066 0.003 0.51
H -4.123617 0.206889 -1.144212 0.020 0.039 -0.017 0.55
H -1.949963 3.533447 -3.500184 0.021 -0.009 -0.005 0.33
H -3.125686 2.213464 -3.455488 0.016 -0.031 0.002 0.29
H 3.977900 -1.907512 0.003910 -0.028 0.041 -0.017 0.30
H 3.453364 -3.932991 -3.034638 0.007 -0.150 -0.357 0.45
H -0.088046 2.407320 -6.533877 -0.021 -0.005 0.002 0.35
H 3.364112 -3.276307 -5.971239 -0.015 -0.104 0.038 0.33
H 0.740694 3.099103 -5.140362 0.010 -0.010 0.015 0.32
H -2.613039 -0.117471 -2.021472 -0.029 0.066 -0.005 -0.43
H 0.378185 5.604950 5.480503 -0.009 -0.033 -0.020 0.43
H 4.616838 -0.556353 3.018500 -0.020 0.020 0.023 0.58
H 2.480444 0.648069 5.426677 0.003 -0.011 0.011 0.26
H -2.779730 3.036819 -4.973968 -0.010 0.001 -0.001 0.36
H -1.647395 -2.501232 -1.705766 -0.001 -0.020 -0.015 0.20
H 0.597959 -3.233111 2.989135 0.024 -0.026 -0.023 0.48
H -0.499135 3.738853 3.487095 -0.029 -0.030 0.039 0.54
H -4.158231 -0.003858 3.638903 0.004 0.008 -0.036 0.60
H 1.323172 -1.820582 -5.248314 -0.039 0.014 0.017 0.20
H -1.852176 6.554993 6.088546 0.036 -0.018 -0.007 0.37
H 2.132911 1.740572 -0.089408 0.013 0.016 0.001 0.47
H -2.434279 8.040548 2.313530 0.018 -0.017 -0.006 0.37
H -0.155778 -4.415248 -0.799253 0.046 -0.013 0.025 0.12
H -0.648922 -4.424890 2.659098 0.045 -0.008 0.029 0.59
```
Forces are in eV/Å.

---

What is the E in the first record?
-1826.9146 Ha

---

Which of these has the highest LUMO?
C36H52N5O2